This record from the OMol25 dataset describes a cluster of 2 separate species, C4H11NOS in total in a non-equilibrium geometry. The level of theory is ωB97M-V/def2-TZVPD.

E_tot: -687.1575 a.u.
orbital gap: 9.7 eV
charge: 0
SMILES: NCC=O.CSC
F_max: 1.058 eV/A

CARTESIAN COORDINATES (ANGSTROEM)
N: 0.830 -1.611 0.732
C: 1.735 -0.545 0.300
C: 2.536 -0.999 -0.902
O: 2.961 -0.247 -1.740
H: 0.697 -1.554 1.736
H: -0.078 -1.452 0.299
H: 2.506 -0.419 1.069
H: 1.300 0.422 0.061
H: 2.762 -2.077 -0.988
C: -1.161 2.088 0.628
S: -1.710 0.656 -0.313
C: -2.694 -0.220 0.924
H: -0.509 1.815 1.461
H: -2.006 2.658 0.997
H: -0.517 2.653 -0.042
H: -3.113 -1.074 0.394
H: -2.074 -0.558 1.751
H: -3.521 0.386 1.290

Force components x, y, z for each atom (eV/Å):
-0.2 0.5 0.0
0.6 -0.9 -0.1
0.1 0.2 -0.4
0.0 0.2 0.0
-0.1 -0.1 -0.1
0.2 -0.1 0.1
-0.1 0.2 0.1
-0.2 0.1 0.1
-0.2 -0.1 0.3
0.5 -0.3 0.1
-0.1 0.0 0.0
0.1 0.1 -0.3
-0.2 -0.2 0.1
0.0 0.2 -0.1
-0.3 0.3 -0.1
0.0 -0.1 0.1
0.0 0.0 0.1
0.0 0.1 0.0

Atomic partial charges in e from the Löwdin method, atoms 1 to 8: -0.002 -0.253 -0.268 0.040 0.063 0.020 0.125 0.086

This record from the OMol25 dataset describes a cluster of 2 separate species, C4H11NOS in total. The level of theory is ωB97M-V/def2-TZVPD.

E_tot: -687.1963 a.u.
orbital gap: 9.3 eV
charge: 0
SMILES: CC(N)=O.CSC
F_max: 0.939 eV/A

CARTESIAN COORDINATES (ANGSTROEM)
C: -1.256 -0.761 3.209
C: -0.473 -1.423 2.119
N: -1.121 -1.407 0.907
O: 0.682 -1.776 2.243
H: -1.011 -1.095 4.219
H: -2.336 -0.843 3.075
H: -0.989 0.296 3.197
H: -0.664 -1.896 0.140
H: -2.111 -1.590 0.961
C: 0.428 1.690 -3.313
S: -0.059 0.645 -1.941
C: 1.540 0.598 -1.143
H: 1.100 1.159 -4.000
H: 1.012 2.539 -2.944
H: -0.432 2.076 -3.863
H: 1.577 -0.075 -0.292
H: 1.773 1.585 -0.757
H: 2.341 0.278 -1.817

Force components x, y, z for each atom (eV/Å):
-0.4 0.2 0.8
0.6 0.2 -0.2
-0.2 -0.7 -0.3
-0.1 0.0 0.0
0.2 -0.3 -0.3
0.1 0.1 -0.1
-0.1 0.1 -0.2
0.0 0.1 0.3
0.0 0.3 -0.2
0.7 0.3 -0.4
-0.3 -0.2 0.0
0.7 0.0 0.2
-0.3 0.0 0.0
-0.2 0.0 0.1
0.0 -0.2 0.2
-0.4 -0.2 0.0
0.1 0.2 0.0
-0.2 0.1 -0.1

Atomic partial charges in e from the Löwdin method, atoms 1 to 8: -0.019 -0.602 0.138 0.043 0.085 0.074 0.090 0.102

This record from the OMol25 dataset describes a cluster of 2 separate species, C4H11NOS in total in a non-equilibrium geometry. The level of theory is ωB97M-V/def2-TZVPD.

E_tot: -687.1447 a.u.
orbital gap: 9.3 eV
charge: 0
SMILES: CC(N)=O.CSC
F_max: 5.273 eV/A

CARTESIAN COORDINATES (ANGSTROEM)
C: 0.669 -1.878 3.519
C: 0.720 -1.729 2.037
N: -0.467 -1.704 1.439
O: 1.722 -1.652 1.355
H: 1.664 -2.229 3.986
H: 0.075 -2.779 3.569
H: 0.287 -1.012 3.862
H: -0.509 -1.599 0.457
H: -1.140 -1.099 1.777
C: -1.041 1.010 -3.502
S: -0.151 0.869 -1.883
C: 0.256 2.464 -1.408
H: -1.128 -0.071 -3.714
H: -0.291 1.386 -4.245
H: -2.006 1.567 -3.398
H: 0.261 3.350 -2.095
H: 1.339 2.469 -1.210
H: -0.261 2.637 -0.547

Force components x, y, z for each atom (eV/Å):
3.1 -4.1 -1.0
2.8 0.6 -0.8
-1.9 -0.8 -1.0
0.7 -0.5 0.3
-1.4 1.3 -0.9
-0.9 0.1 0.9
-1.5 2.6 2.0
0.8 -0.1 -1.1
-1.8 0.9 1.6
1.1 -0.3 0.6
-1.0 -2.0 -1.7
3.0 2.2 -1.7
-0.6 0.6 -0.2
-1.1 0.1 0.5
1.0 -0.6 -0.4
-0.9 -1.0 0.1
-0.2 -0.2 0.5
-1.2 1.2 2.3

Atomic partial charges in e from the Löwdin method, atoms 1 to 8: -0.001 -0.626 0.155 0.049 0.125 0.081 0.039 0.083